(1)
Here is a cluster of 4 separate species, C5H16Cl2N4O4P in total from the Open Molecules 2025 dataset. Energies are from ωB97M-V/def2-TZVPD.

CARTESIAN COORDINATES (ANGSTROEM)
N: 0.08 3.31 1.52
C: 1.02 2.77 0.71
N: 2.35 2.80 0.83
C: 2.86 2.14 -0.21
P: 4.70 1.96 -0.53
O: 5.19 2.24 0.96
Cl: 4.57 -0.07 -0.67
N: 1.86 1.69 -0.98
N: 0.71 2.08 -0.41
Cl: -0.78 1.75 -1.08
H: -0.09 4.30 1.51
H: -0.34 2.76 2.26
H: 4.69 1.81 1.67
H: 1.90 1.15 -1.84
C: -1.99 -0.91 1.73
O: -1.38 -1.47 0.56
H: -2.82 -1.56 1.99
H: -1.29 -0.87 2.56
H: -2.38 0.10 1.53
H: -0.64 -0.91 0.29
C: -2.73 0.60 -4.13
O: -2.02 -0.60 -4.38
H: -2.80 1.13 -5.07
H: -3.74 0.40 -3.76
H: -2.19 1.24 -3.42
H: -2.02 -1.14 -3.58
C: -0.35 -4.69 2.25
O: -0.76 -4.25 0.96
H: -0.26 -5.77 2.20
H: 0.62 -4.27 2.53
H: -1.09 -4.44 3.02
H: -0.86 -3.29 0.97

Results
LUMO   -4.518 eV
Total charge   +1
HOMO   -11.949 eV
Energy   -53919.626 eV

Mulliken population analysis, charges in e, atoms 1 to 2:
1. N -0.332
2. C 0.220



(2)
Here is a structure of composition C5H16KN2O5 at a distorted geometry from the Open Molecules 2025 dataset. Energies are from ωB97M-V/def2-TZVPD.

CARTESIAN COORDINATES (ANGSTROEM)
K: 4.00 9.61 8.29
C: 7.40 10.97 8.75
C: 6.58 11.66 9.82
O: 5.14 11.72 9.40
O: 6.83 9.64 8.70
H: 8.38 10.94 9.16
H: 7.41 11.49 7.81
H: 6.91 12.70 10.01
H: 6.58 10.98 10.67
H: 4.82 12.41 10.04
H: 6.87 9.46 7.74
C: 4.62 5.86 6.81
C: 4.45 5.29 5.36
O: 5.51 5.88 4.63
O: 4.55 7.23 6.76
H: 5.50 5.36 7.15
H: 3.85 5.65 7.58
H: 3.50 5.56 4.77
H: 4.52 4.17 5.37
H: 5.47 5.60 3.68
H: 5.28 7.58 6.30
C: 6.32 9.97 5.14
O: 5.69 9.66 6.14
N: 7.01 9.04 4.39
N: 6.30 11.15 4.59
H: 6.63 8.06 4.36
H: 7.49 9.36 3.59
H: 6.09 11.88 5.20
H: 6.78 11.41 3.76

Results
LUMO   -2.664 eV
Total charge   +1
HOMO   -13.200 eV
Energy   -34983.081 eV

Mulliken population analysis, charges in e, atoms 1 to 2:
1. K 1.014
2. C -0.314



(3)
Here is a cluster of 2 separate species, C5H16N2 in total from the Open Molecules 2025 dataset. Energies are from ωB97M-V/def2-TZVPD.

CARTESIAN COORDINATES (ANGSTROEM)
C: 0.21 1.46 -1.50
C: -0.69 0.23 -1.43
N: -1.96 0.60 -0.82
N: -0.75 -0.37 -2.75
H: 0.35 1.88 -0.51
H: 1.17 1.18 -1.92
H: -0.24 2.21 -2.14
H: -0.24 -0.53 -0.78
H: -2.44 1.30 -1.38
H: -2.57 -0.20 -0.72
H: -1.15 0.28 -3.42
H: -1.32 -1.21 -2.75
C: 0.02 0.14 2.41
C: 0.63 -1.17 1.95
C: 1.91 -0.96 1.15
H: -0.84 -0.05 3.06
H: -0.32 0.72 1.56
H: 0.75 0.73 2.97
H: -0.09 -1.71 1.33
H: 0.85 -1.80 2.82
H: 1.73 -0.33 0.29
H: 2.67 -0.47 1.77
H: 2.31 -1.91 0.81

Results
SMILES   CC(N)N.CCC
LUMO   1.041 eV
Total charge   0
HOMO   -8.946 eV
Energy   -8424.898 eV

Mulliken population analysis, charges in e, atoms 1 to 2:
1. C -1.343
2. C 0.539



(4)
Here is a cluster of 2 separate species, C5H16N2O in total at a distorted geometry from the Open Molecules 2025 dataset. Energies are from ωB97M-V/def2-TZVPD.

CARTESIAN COORDINATES (ANGSTROEM)
C: 0.47 -1.57 2.49
N: -0.01 -0.16 2.58
C: -0.90 0.48 1.52
C: -0.55 0.44 0.02
C: -1.79 0.89 -0.82
C: -2.32 -0.16 -1.91
N: -1.42 2.13 -1.46
H: 1.53 -1.58 2.33
H: 0.32 -2.03 3.47
H: 0.04 -2.09 1.76
H: 0.82 0.47 2.68
H: -1.05 1.54 1.99
H: -1.86 -0.18 1.73
H: -0.24 -0.52 -0.32
H: 0.20 1.18 -0.05
H: -2.69 1.13 -0.26
H: -1.60 -0.87 -2.11
H: -2.71 0.46 -2.77
H: -3.20 -0.70 -1.66
H: -0.68 2.04 -2.24
H: -2.18 2.75 -1.80
O: 6.89 -1.14 -1.94
H: 7.01 -1.48 -1.11
H: 5.94 -1.04 -2.14

Results
SMILES   CNCC[C@H](C)N.O
LUMO   0.705 eV
Total charge   0
HOMO   -8.458 eV
Energy   -10470.089 eV

Mulliken population analysis, charges in e, atoms 1 to 2:
1. C -0.935
2. N -0.352



(5)
Here is a structure of composition C5H16N2O at a distorted geometry from the Open Molecules 2025 dataset. Energies are from ωB97M-V/def2-TZVPD.

CARTESIAN COORDINATES (ANGSTROEM)
N: 1.84 -0.95 1.24
C: 1.05 -0.07 2.06
C: -0.47 -0.32 2.06
N: -1.10 -0.33 0.71
C: -0.70 0.63 -0.16
C: -1.28 0.52 -1.54
C: -0.67 1.53 -2.51
H: 2.08 -1.83 1.76
H: 1.39 -1.32 0.30
H: 1.20 0.98 1.77
H: 1.40 -0.13 3.09
H: -0.95 0.44 2.65
H: -0.68 -1.27 2.53
H: -0.80 -1.17 0.21
H: -0.81 1.64 0.27
H: 0.57 0.40 -0.22
H: -1.07 -0.49 -1.89
H: -2.34 0.68 -1.46
H: -1.15 1.47 -3.49
H: -0.79 2.55 -2.14
H: 0.39 1.37 -2.61
H: 1.20 0.33 -0.65
H: 0.93 -2.78 -1.06
O: 0.74 -1.88 -0.89

Results
LUMO   -0.866 eV
Total charge   0
HOMO   -7.663 eV
Energy   -10467.215 eV

Mulliken population analysis, charges in e, atoms 1 to 2:
1. N -0.551
2. C -0.612



(6)
Here is a cluster of 2 separate species, C5H16N2O in total at a distorted geometry from the Open Molecules 2025 dataset. Energies are from ωB97M-V/def2-TZVPD.

CARTESIAN COORDINATES (ANGSTROEM)
C: -1.35 0.76 2.08
C: -0.56 -0.47 1.57
C: -0.65 -0.57 0.04
C: -0.93 -2.02 -0.40
N: 0.60 0.00 -0.56
C: 0.82 -0.46 -1.93
N: 1.79 0.36 -2.67
H: -0.74 1.65 2.23
H: -2.21 0.91 1.43
H: -1.89 0.55 3.00
H: 0.48 -0.50 1.91
H: -0.96 -1.41 1.98
H: -1.47 0.05 -0.32
H: -0.19 -2.72 0.00
H: -1.91 -2.24 0.04
H: -1.07 -2.24 -1.45
H: 1.35 -0.21 0.08
H: 1.25 -1.47 -1.98
H: -0.10 -0.29 -2.48
H: 2.58 0.61 -2.09
H: 1.39 1.21 -3.02
O: 1.46 3.17 0.64
H: 1.02 2.36 0.34
H: 1.29 2.98 1.56

Results
SMILES   CC[C@H](C)NCN.O
LUMO   0.908 eV
Total charge   0
HOMO   -9.156 eV
Energy   -10471.571 eV

Mulliken population analysis, charges in e, atoms 1 to 2:
1. C -1.113
2. C -0.542



(7)
Here is a cluster of 2 separate species, C5H16N2O in total at a distorted geometry from the Open Molecules 2025 dataset. Energies are from ωB97M-V/def2-TZVPD.

CARTESIAN COORDINATES (ANGSTROEM)
C: 2.15 -1.45 -0.49
C: 1.05 -0.76 0.33
N: 0.09 -1.78 1.00
C: 0.17 0.23 -0.28
N: -0.67 1.21 0.52
C: -1.57 2.00 -0.27
C: 0.28 2.02 1.27
H: 2.58 -0.93 -1.33
H: 2.98 -1.55 0.24
H: 1.72 -2.45 -0.87
H: 1.39 -0.06 1.18
H: 0.45 -2.53 1.44
H: -0.63 -1.27 1.42
H: 0.66 0.69 -1.01
H: -0.64 -0.37 -0.97
H: -2.46 1.31 -0.20
H: -1.09 2.18 -1.26
H: -2.00 2.89 0.12
H: -0.27 2.89 1.73
H: 0.68 1.46 2.22
H: 1.07 2.62 0.75
O: -1.94 -1.97 -2.17
H: -2.72 -2.29 -1.72
H: -1.26 -2.08 -1.64

Results
SMILES   C[C@H](N)CN(C)C.O
LUMO   0.996 eV
Total charge   0
HOMO   -8.623 eV
Energy   -10469.184 eV

Mulliken population analysis, charges in e, atoms 1 to 2:
1. C -1.316
2. C 1.236



(8)
Here is a cluster of 2 separate species, C5H16N2O in total at a distorted geometry from the Open Molecules 2025 dataset. Energies are from ωB97M-V/def2-TZVPD.

CARTESIAN COORDINATES (ANGSTROEM)
C: -0.21 -0.06 2.07
C: -0.85 0.32 0.72
N: -2.17 -0.35 0.68
C: -0.03 -0.19 -0.46
N: 1.00 0.76 -0.91
C: 0.43 2.04 -1.36
C: 1.68 0.16 -2.06
H: -0.20 0.81 2.72
H: -0.66 -0.94 2.54
H: 0.82 -0.33 1.90
H: -0.99 1.40 0.67
H: -2.63 -0.26 1.58
H: -2.79 0.14 0.04
H: 0.47 -1.12 -0.32
H: -0.76 -0.37 -1.28
H: -0.04 2.61 -0.56
H: -0.32 1.83 -2.13
H: 1.26 2.60 -1.80
H: 1.85 -0.91 -1.94
H: 1.17 0.24 -3.03
H: 2.65 0.63 -2.08
O: -0.10 -3.34 1.73
H: 0.83 -3.16 1.93
H: -0.39 -2.50 1.35

Results
SMILES   C[C@H](N)CN(C)C.O
LUMO   0.900 eV
Total charge   0
HOMO   -8.878 eV
Energy   -10471.421 eV

Mulliken population analysis, charges in e, atoms 1 to 2:
1. C -1.681
2. C 0.859



(9)
Here is a cluster of 2 separate species, C5H16N2O in total at a distorted geometry from the Open Molecules 2025 dataset. Energies are from ωB97M-V/def2-TZVPD.

CARTESIAN COORDINATES (ANGSTROEM)
C: -1.24 -1.64 2.92
C: -0.11 -0.91 2.18
C: -0.59 0.23 1.31
C: 0.23 0.51 0.06
C: -0.43 0.85 -1.02
N: 0.26 1.16 -2.29
N: 0.87 -0.43 3.33
H: -2.06 -1.77 2.22
H: -1.14 -2.70 3.19
H: -1.62 -0.95 3.66
H: 0.54 -1.65 1.74
H: -0.68 1.15 1.90
H: -1.66 0.18 1.11
H: 1.30 0.32 0.17
H: -1.48 1.07 -1.02
H: 1.27 1.22 -2.19
H: -0.08 2.03 -2.72
H: 0.01 0.43 -2.98
H: 1.81 -0.80 3.20
H: 0.53 -0.80 4.21
H: 0.93 0.59 3.45
H: 0.00 -0.19 -6.03
H: 1.26 0.69 -6.06
O: 0.65 0.23 -5.46

Results
LUMO   -6.221 eV
Total charge   +2
HOMO   -17.323 eV
Energy   -10455.466 eV

Mulliken population analysis, charges in e, atoms 1 to 2:
1. C -1.539
2. C 0.055



(10)
Here is a cluster of 2 separate species, C5H16N2O in total at a distorted geometry from the Open Molecules 2025 dataset. Energies are from ωB97M-V/def2-TZVPD.

CARTESIAN COORDINATES (ANGSTROEM)
C: -0.59 -1.83 -1.30
C: -0.94 -0.37 -1.36
C: 0.18 0.68 -0.98
C: -0.04 1.00 0.49
C: -0.94 1.89 0.86
N: 0.92 0.43 1.49
N: -1.40 0.03 -2.74
H: -1.45 -2.48 -1.47
H: 0.18 -2.11 -0.43
H: 0.13 -2.20 -2.07
H: -1.89 -0.15 -0.83
H: 0.20 1.78 -1.57
H: 1.18 0.32 -1.33
H: -1.18 2.19 1.90
H: -1.67 2.27 0.14
H: 1.01 -0.57 1.46
H: 1.95 0.82 1.37
H: 0.78 0.66 2.47
H: -1.84 -0.73 -3.20
H: -2.14 0.89 -2.83
H: -0.55 0.18 -3.35
H: 2.95 -1.84 3.31
H: 1.75 -1.56 3.95
O: 2.24 -1.12 3.12

Results
LUMO   -6.684 eV
Total charge   +2
HOMO   -18.218 eV
Energy   -10453.789 eV

Mulliken population analysis, charges in e, atoms 1 to 2:
1. C -1.270
2. C 0.280



(11)
Here is a cluster of 2 separate species, C5H16N2S in total from the Open Molecules 2025 dataset. Energies are from ωB97M-V/def2-TZVPD.

CARTESIAN COORDINATES (ANGSTROEM)
C: 0.17 2.37 -3.01
C: -0.97 1.45 -2.55
C: -0.73 0.94 -1.14
S: -2.17 -0.03 -0.56
H: 0.00 2.68 -4.04
H: 1.11 1.81 -2.98
H: 0.25 3.24 -2.36
H: -1.93 1.96 -2.59
H: -1.06 0.60 -3.23
H: -0.58 1.77 -0.46
H: 0.13 0.28 -1.11
H: -1.51 -0.63 0.43
C: 0.05 -2.72 2.16
N: 0.44 -1.71 1.18
C: 1.34 -0.69 1.72
N: 0.68 0.36 2.46
H: -0.56 -3.48 1.67
H: 0.90 -3.19 2.65
H: -0.58 -2.26 2.93
H: 0.91 -2.18 0.41
H: 1.85 -0.23 0.88
H: 2.08 -1.13 2.40
H: -0.01 0.81 1.87
H: 0.19 -0.03 3.26

Results
SMILES   CCCS.CNCN
LUMO   0.923 eV
Total charge   0
HOMO   -8.707 eV
Energy   -19259.707 eV

Mulliken population analysis, charges in e, atoms 1 to 2:
1. C -1.192
2. C -0.513



(12)
Here is a cluster of 2 separate species, C5H16N3 in total at a distorted geometry from the Open Molecules 2025 dataset. Energies are from ωB97M-V/def2-TZVPD.

CARTESIAN COORDINATES (ANGSTROEM)
C: 0.81 -1.56 -1.52
C: 0.19 -2.14 0.69
N: 1.16 -1.61 -0.10
N: -0.31 -3.34 0.47
N: -0.18 -1.45 1.78
H: 1.77 -0.81 0.12
H: 0.23 -4.01 -0.06
H: -0.79 -3.81 1.24
H: 0.16 -0.48 1.84
H: -0.58 -1.71 2.67
H: 0.32 -2.45 -1.95
H: 1.57 -1.24 -2.27
H: 0.12 -0.72 -1.61
C: -0.79 1.74 -0.19
C: -1.23 3.22 -0.26
C: 0.72 1.67 0.03
H: -1.30 1.23 0.63
H: -1.17 1.34 -1.16
H: -0.88 3.80 -1.13
H: -0.75 3.74 0.54
H: 1.15 0.68 0.45
H: 1.14 2.01 -0.92
H: -2.31 3.37 0.03
H: 0.94 2.52 0.68

Results
LUMO   -3.292 eV
Total charge   +1
HOMO   -14.421 eV
Energy   -9908.045 eV

Mulliken population analysis, charges in e, atoms 1 to 2:
1. C -0.880
2. C 0.541



- What is the total charge in the third record?
  0